[1]
{"formula": "C32H53F3N2O10SSi", "method": "the ωB97M-V functional and the def2-TZVPD basis", "e_tot_ev": -84361.0791, "species": ["C", "Si", "C", "C", "C", "C", "S", "O", "O", "C", "F", "F", "F", "N", "N", "C", "C", "C", "O", "C", "C", "O", "O", "C", "C", "C", "O", "C", "C", "C", "C", "C", "C", "H", "H", "H", "H", "H", "H", "H", "H", "H", "H", "H", "H", "H", "H", "H", "H", "H", "H", "H", "H", "H", "C", "C", "C", "O", "H", "H", "H", "H", "H", "H", "H", "H", "C", "C", "C", "O", "H", "H", "H", "H", "H", "H", "H", "H", "C", "C", "C", "O", "H", "H", "H", "H", "H", "H", "H", "H", "C", "C", "C", "O", "H", "H", "H", "H", "H", "H", "H", "H"], "positions_angstrom": [[1.56934, -3.24759, 0.53571], [1.50947, -1.76782, -0.63011], [-0.07396, -1.69253, -1.61865], [2.91117, -2.10209, -1.82135], [1.61099, -0.12411, 0.41396], [2.38025, 1.03908, 0.16876], [3.34252, 1.36111, -1.32738], [2.62139, 0.87411, -2.46769], [3.70039, 2.74601, -1.33986], [5.00758, 0.49967, -1.13787], [5.27438, -0.21689, -2.20345], [5.00293, -0.25246, -0.04125], [5.92330, 1.42892, -1.00499], [2.47851, 2.09860, 0.91354], [1.76133, 2.10616, 2.02247], [1.90668, 3.29132, 2.89399], [2.58224, 4.45125, 2.15993], [1.76790, 5.15718, 1.16477], [2.08482, 5.71711, 2.48505], [0.93957, 1.12595, 2.37276], [0.14779, 1.29183, 3.66419], [0.65417, 0.66909, 4.59425], [-0.82927, 2.00773, 3.52964], [0.81719, -0.02500, 1.55164], [-0.19402, -1.02991, 2.00779], [-1.65825, -0.53911, 1.93587], [-2.37766, -0.67791, 2.89702], [-2.15463, 0.00689, 0.63860], [-1.78207, 1.26176, 0.18581], [-2.24538, 1.73356, -1.02765], [-3.08016, 0.94325, -1.79775], [-3.47206, -0.29593, -1.33183], [-3.01969, -0.77001, -0.11670], [0.54634, -3.60144, 0.66371], [1.99435, -3.02566, 1.51069], [2.09583, -4.06996, 0.06300], [0.08546, -2.18891, -2.57459], [-0.29680, -0.64956, -1.85550], [-0.93142, -2.11389, -1.10263], [3.87913, -2.02398, -1.33566], [2.79952, -3.16472, -2.04924], [2.87717, -1.57137, -2.76540], [2.48904, 2.99455, 3.76265], [0.91555, 3.64471, 3.16136], [3.64707, 4.35790, 1.95107], [2.28032, 5.72954, 0.40683], [0.70514, 4.96505, 1.10622], [-0.16141, -1.93234, 1.41042], [-0.01347, -1.27788, 3.05198], [-1.13811, 1.86908, 0.80729], [-1.93446, 2.71271, -1.35316], [-3.41905, 1.32166, -2.74931], [-4.13014, -0.90494, -1.93527], [-3.32820, -1.73706, 0.25557], [2.56384, -8.47803, 0.78000], [2.39539, -7.32587, 1.75812], [1.64634, -7.75754, 3.00873], [1.72133, -6.23270, 1.12880], [1.58624, -8.84649, 0.45708], [3.10427, -8.15084, -0.10847], [3.10913, -9.30626, 1.23353], [3.37620, -6.93823, 2.03656], [0.64298, -8.10553, 2.74817], [1.53722, -6.92049, 3.69811], [2.16659, -8.56630, 3.52280], [0.84628, -6.54224, 0.86984], [-5.29588, -2.09582, 4.38197], [-4.85475, -1.99515, 5.83294], [-5.17528, -0.62787, 6.41833], [-3.45907, -2.26649, 5.93769], [-4.76146, -1.35303, 3.78480], [-5.05338, -3.08030, 3.97928], [-6.36839, -1.92723, 4.26810], [-5.34963, -2.76859, 6.42320], [-4.64749, 0.15213, 5.86361], [-4.85026, -0.57280, 7.45741], [-6.24551, -0.41809, 6.37535], [-2.98859, -1.60001, 5.42116], [5.49553, 1.71996, -5.90409], [4.41023, 2.70624, -6.31014], [4.09307, 3.67423, -5.18281], [3.23115, 2.00750, -6.70841], [5.16228, 1.12619, -5.04756], [5.71187, 1.03118, -6.72092], [6.41714, 2.23437, -5.62792], [4.73407, 3.26008, -7.19238], [3.72455, 3.12985, -4.30875], [3.31416, 4.37590, -5.48213], [4.97378, 4.24355, -4.88170], [2.91837, 1.50958, -5.94487], [-5.70710, 3.97783, -4.18804], [-5.23163, 4.07657, -2.74683], [-5.59078, 5.41794, -2.12830], [-3.82122, 3.85744, -2.67288], [-5.22978, 4.74926, -4.79855], [-5.44330, 3.00939, -4.61403], [-6.78779, 4.10533, -4.25787], [-5.67892, 3.27347, -2.15900], [-5.11019, 6.23049, -2.68035], [-5.24409, 5.46773, -1.09623], [-6.66830, 5.58459, -2.14206], [-3.38782, 4.55237, -3.18056]], "forces_ev_per_a": [[-0.452, 0.541, -0.292], [0.181, -0.423, -0.425], [0.243, 0.433, 0.072], [-0.094, -0.116, 0.197], [-0.327, -0.244, 0.126], [0.463, -0.191, -0.183], [-0.391, 1.383, -1.135], [0.133, -0.785, 0.391], [0.091, -0.148, 0.386], [-0.315, 0.240, 0.225], [0.032, -0.325, -0.294], [-0.049, -0.332, 0.133], [0.343, 0.270, 0.072], [-0.111, -0.123, 0.380], [0.025, -0.057, -0.057], [0.643, 1.011, -0.450], [-0.350, -0.971, -0.605], [0.310, 0.994, 1.283], [0.074, -0.156, -0.137], [0.065, -0.208, -0.244], [0.548, -0.442, 0.255], [0.186, -0.197, 0.289], [-0.963, 0.699, -0.197], [0.297, 0.316, -0.218], [-0.328, 0.248, 0.091], [-0.138, 0.092, 0.782], [0.219, -0.173, -0.521], [-0.104, -0.174, 0.089], [0.344, -0.005, 0.176], [0.248, 0.029, 0.143], [0.065, 0.287, -0.105], [-0.222, -0.265, -0.295], [-0.021, 0.008, 0.191], [-0.002, -0.143, 0.251], [0.072, -0.168, 0.107], [0.262, 0.009, 0.073], [-0.059, -0.224, 0.007], [-0.149, 0.026, 0.019], [-0.064, -0.070, -0.054], [0.168, 0.070, -0.127], [-0.100, -0.074, 0.002], [0.131, 0.237, 0.045], [-0.209, -0.116, 0.181], [-0.111, -0.289, 0.268], [-0.089, 0.140, 0.233], [-0.208, -0.275, -0.420], [0.013, -0.228, -0.437], [0.030, -0.067, -0.055], [0.054, -0.078, 0.073], [-0.041, 0.156, 0.023], [-0.143, 0.096, -0.162], [-0.103, -0.022, -0.072], [-0.067, -0.066, -0.006], [-0.062, -0.081, -0.006], [0.071, 0.080, -0.093], [-0.240, -0.247, -0.008], [0.010, 0.126, 0.059], [0.146, -0.050, 0.025], [-0.014, -0.036, 0.058], [0.023, 0.005, 0.016], [-0.013, -0.010, 0.010], [-0.003, 0.084, -0.028], [0.020, -0.061, -0.023], [0.026, 0.001, 0.002], [-0.005, -0.016, -0.009], [-0.018, -0.007, 0.012], [0.015, -0.077, -0.111], [0.073, 0.265, -0.183], [0.028, -0.016, 0.110], [-0.041, -0.100, 0.097], [-0.042, 0.033, -0.005], [-0.020, -0.016, 0.026], [-0.001, 0.012, 0.042], [0.071, -0.046, 0.032], [-0.034, -0.004, -0.053], [-0.014, -0.020, 0.007], [0.000, 0.002, -0.015], [0.009, -0.013, -0.038], [0.021, -0.054, -0.112], [-0.001, -0.135, 0.326], [-0.097, 0.113, 0.013], [0.044, 0.052, -0.135], [0.003, 0.047, 0.044], [0.005, 0.019, -0.012], [-0.004, 0.004, 0.018], [-0.065, -0.021, -0.058], [0.063, -0.024, 0.023], [0.019, 0.000, -0.052], [0.017, -0.021, 0.000], [-0.028, 0.005, 0.014], [0.049, -0.128, -0.012], [-0.029, 0.264, -0.175], [0.056, -0.029, 0.125], [0.006, -0.045, 0.004], [-0.039, 0.051, 0.021], [-0.018, -0.012, 0.018], [-0.003, 0.017, 0.000], [0.076, -0.045, 0.031], [-0.045, -0.001, -0.054], [-0.019, -0.024, 0.007], [-0.004, 0.006, -0.016], [-0.025, 0.024, -0.017]], "mulliken_charge": [-1.54, 0.65, -1.01, -1.30, 1.21, -0.78, 1.23, -0.58, -0.63, 0.78, -0.19, -0.22, -0.22, -0.72, 0.67, -0.76, 0.07, -0.54, -0.48, -0.13, 0.10, -0.73, -0.66, 0.56, 0.02, -0.72, -0.46, 0.34, 0.44, -1.28, -0.46, -0.77, -0.18, 0.42, 0.50, 0.40, 0.64, 0.15, 0.26, 0.32, 0.55, 0.30, 0.32, 0.44, 0.48, 0.31, 0.27, -0.51, 0.68, 0.71, 0.45, 0.54, 0.39, 0.57, -1.31, 0.39, -1.31, -0.40, 0.35, 0.32, 0.38, 0.25, 0.35, 0.32, 0.39, 0.29, -0.97, 0.33, -1.18, -0.56, 0.12, 0.29, 0.40, 0.30, 0.28, 0.31, 0.36, 0.35, -0.93, 0.35, -0.77, -0.56, 0.02, 0.32, 0.36, 0.30, -0.08, 0.31, 0.36, 0.34, -1.30, 0.53, -1.43, -0.43, 0.33, 0.32, 0.38, 0.25, 0.36, 0.34, 0.39, 0.29]}


[2]
{"formula": "C32H53N5O4P2RuS", "method": "the ωB97M-V functional and the def2-TZVPD basis", "e_tot_ev": -81676.0405, "total_charge": 1, "s_squared": 0.88, "multiplicity": 2, "species": ["Ru", "C", "C", "C", "C", "C", "C", "C", "C", "C", "C", "H", "H", "H", "H", "H", "H", "H", "H", "H", "H", "H", "H", "H", "H", "H", "C", "N", "C", "P", "O", "O", "P", "O", "N", "C", "C", "N", "C", "C", "N", "C", "C", "H", "H", "H", "H", "H", "H", "H", "H", "H", "H", "H", "H", "H", "H", "H", "H", "H", "H", "H", "H", "H", "H", "H", "H", "C", "C", "O", "H", "H", "H", "N", "S", "C", "C", "C", "C", "C", "C", "C", "C", "C", "C", "C", "C", "H", "H", "H", "H", "H", "H", "H", "H", "H", "H", "H"], "positions_angstrom": [[-0.79764, 0.05654, -0.18100], [-3.09886, -0.08514, 0.02396], [-2.54178, 0.41563, 1.23080], [-2.10994, 1.72355, 0.96109], [-2.57460, 2.09279, -0.37133], [-3.19392, 1.00964, -0.93469], [-4.00321, 1.00314, -2.18945], [-2.44721, 3.46246, -0.94540], [-1.58621, 2.70476, 1.96286], [-2.52921, -0.26870, 2.56636], [-3.74967, -1.42169, -0.15863], [-5.01699, 1.35922, -1.98487], [-4.09702, 0.01292, -2.62758], [-3.57959, 1.65698, -2.95497], [-3.10976, 4.16530, -0.43313], [-2.71979, 3.48245, -2.00242], [-1.42986, 3.85189, -0.84601], [-2.25608, 2.75330, 2.82637], [-1.52161, 3.70697, 1.54028], [-0.60302, 2.41835, 2.32602], [-2.79521, 0.44161, 3.35355], [-1.55754, -0.69276, 2.81360], [-3.27119, -1.06910, 2.59196], [-4.29305, -1.47391, -1.09959], [-4.46228, -1.61239, 0.64805], [-3.02049, -2.23276, -0.15082], [-0.35876, -3.00631, 4.31479], [0.00967, -2.90487, 2.90967], [-0.80957, -3.72787, 2.02149], [1.59944, -2.67762, 2.51299], [1.80556, -2.72534, 1.06107], [1.92220, -1.24030, 3.19126], [1.66788, 0.23589, 2.58126], [0.37411, 0.39792, 1.87357], [3.01761, 0.55785, 1.70648], [4.06378, -0.42744, 1.44245], [2.81223, 1.52216, 0.61723], [1.70784, 1.22114, 3.89716], [0.50707, 1.29661, 4.72930], [2.94260, 1.33393, 4.66715], [2.62757, -3.64038, 3.35890], [3.07629, -3.39136, 4.71967], [3.32422, -4.72894, 2.67953], [-1.42287, -2.78822, 4.42111], [0.19018, -2.27345, 4.90835], [-0.16891, -4.00563, 4.72396], [-1.84928, -3.40558, 2.10628], [-0.75973, -4.79099, 2.28513], [-0.47991, -3.60029, 0.99388], [4.22259, -1.06038, 2.31353], [4.99172, 0.10770, 1.23824], [3.82181, -1.06577, 0.59048], [2.21939, 2.36714, 0.96701], [2.30132, 1.07288, -0.23798], [3.78436, 1.89777, 0.29642], [-0.37741, 1.09471, 4.13110], [0.42232, 2.29777, 5.15438], [0.55113, 0.57639, 5.55485], [3.80258, 1.30552, 4.00131], [3.03202, 0.53094, 5.40774], [2.94756, 2.28889, 5.19396], [2.56764, -2.53065, 5.14771], [4.15271, -3.19358, 4.73778], [2.87913, -4.26011, 5.35297], [2.92220, -4.86534, 1.67849], [3.20536, -5.65814, 3.24098], [4.39309, -4.50973, 2.59704], [1.66675, -1.52007, -1.65997], [0.26812, -1.21483, -1.24308], [-0.53817, -2.10835, -1.02924], [1.69131, -2.34553, -2.36874], [2.11546, -1.84265, -0.71665], [2.18283, -0.65202, -2.06303], [-0.34119, 1.28983, -2.03353], [0.28857, 0.93269, -3.45054], [0.49539, 2.50267, -4.28874], [1.77574, 3.03057, -4.36268], [1.95908, 4.28684, -4.92296], [0.86908, 5.00026, -5.39835], [-0.41247, 4.46596, -5.32027], [-0.60414, 3.21130, -4.76690], [-0.87675, 0.10416, -4.53890], [-0.72888, 0.15980, -5.92032], [-1.52860, -0.64494, -6.71589], [-2.45106, -1.50660, -6.13600], [-2.56926, -1.57231, -4.75672], [-1.77383, -0.76958, -3.94905], [-0.87880, 2.14804, -2.07716], [2.61863, 2.46392, -3.98495], [2.95464, 4.70614, -4.99028], [1.01694, 5.97807, -5.83806], [-1.25833, 5.02613, -5.69771], [-1.59489, 2.77439, -4.71861], [-0.00477, 0.82460, -6.37459], [-1.42988, -0.60061, -7.79280], [-3.07102, -2.13371, -6.76347], [-3.27600, -2.25630, -4.30272], [-1.83750, -0.82588, -2.87177]], "forces_ev_per_a": [[-1.017, 0.091, -0.827], [0.323, -0.216, -0.420], [0.005, -0.064, 0.464], [0.453, 0.181, -0.216], [-0.210, 0.066, 0.212], [-0.307, 0.030, 0.075], [0.067, 0.007, -0.135], [0.033, 0.068, -0.114], [-0.032, -0.025, -0.009], [-0.098, -0.029, 0.014], [0.030, -0.096, 0.163], [0.009, 0.001, -0.010], [0.031, -0.044, -0.027], [0.012, -0.036, 0.008], [0.024, -0.010, 0.023], [0.008, -0.002, 0.024], [-0.028, 0.015, 0.029], [-0.002, 0.017, -0.011], [0.004, -0.016, 0.004], [0.049, 0.022, -0.009], [0.002, -0.008, -0.012], [0.053, -0.042, 0.002], [0.016, 0.002, -0.001], [0.008, 0.009, -0.014], [-0.003, 0.025, -0.026], [-0.002, 0.009, 0.025], [0.029, 0.054, 0.020], [0.092, 0.040, -0.004], [0.039, -0.037, -0.004], [-0.160, -0.094, 0.152], [0.053, -0.078, -0.072], [-0.083, 0.180, -0.031], [0.136, 0.132, 0.277], [0.260, -0.466, -0.374], [-0.205, -0.175, -0.276], [0.067, 0.032, 0.060], [0.100, 0.077, 0.109], [-0.065, -0.087, -0.004], [0.024, -0.010, 0.018], [0.020, 0.047, -0.040], [0.065, 0.064, -0.057], [-0.052, -0.007, 0.040], [-0.041, -0.008, -0.009], [0.006, -0.002, -0.009], [-0.015, -0.024, -0.018], [0.003, 0.013, -0.011], [-0.010, 0.022, -0.006], [0.004, 0.023, 0.017], [-0.023, 0.023, -0.005], [-0.012, 0.019, -0.025], [0.014, -0.007, -0.001], [0.017, -0.009, 0.002], [-0.016, -0.029, -0.008], [-0.015, -0.009, -0.035], [-0.006, 0.003, 0.038], [-0.005, 0.008, 0.008], [0.007, -0.003, -0.001], [-0.002, 0.000, -0.021], [-0.016, -0.001, 0.015], [-0.001, 0.000, -0.012], [-0.007, -0.010, 0.000], [0.009, -0.029, -0.008], [-0.007, 0.006, -0.010], [0.006, 0.010, -0.008], [0.018, 0.008, 0.024], [-0.013, 0.003, -0.006], [-0.010, 0.003, 0.008], [-0.095, 0.536, -0.506], [0.490, -0.691, 1.509], [-0.313, 0.204, 0.014], [-0.023, -0.063, -0.013], [0.050, -0.026, -0.092], [0.040, -0.038, 0.060], [0.258, 0.430, 0.221], [0.334, 0.399, -0.114], [-0.098, -0.124, 0.001], [0.020, -0.088, 0.054], [0.024, 0.021, -0.012], [-0.006, 0.023, -0.011], [0.040, -0.010, 0.003], [-0.016, -0.115, 0.092], [-0.032, -0.005, 0.001], [0.008, 0.037, -0.020], [0.011, 0.021, -0.031], [-0.016, -0.019, -0.001], [-0.025, -0.006, 0.055], [-0.041, -0.018, -0.077], [-0.169, -0.128, -0.180], [-0.015, 0.020, -0.018], [-0.027, -0.016, 0.001], [-0.003, -0.013, 0.011], [0.016, -0.029, 0.012], [0.003, 0.016, -0.002], [-0.010, 0.002, 0.009], [0.001, 0.006, 0.022], [0.011, 0.009, 0.014], [0.021, 0.020, -0.013], [-0.073, 0.002, 0.062]], "mulliken_spin": [1.21, -0.01, -0.02, -0.04, -0.09, 0.00, 0.01, 0.00, 0.02, 0.00, 0.01, 0.00, 0.00, 0.00, 0.00, 0.00, 0.00, 0.00, 0.00, -0.01, 0.00, 0.00, 0.00, 0.00, 0.00, -0.01, 0.00, 0.00, 0.01, 0.00, 0.00, 0.00, 0.01, 0.03, 0.00, 0.00, -0.01, 0.00, 0.00, 0.00, 0.00, 0.00, 0.00, 0.00, 0.00, 0.00, 0.00, 0.00, 0.00, 0.00, 0.00, 0.00, 0.00, 0.01, 0.00, 0.00, 0.00, 0.00, 0.00, 0.00, 0.00, 0.00, 0.00, 0.00, 0.00, 0.00, 0.00, -0.03, -0.06, -0.05, 0.00, 0.01, 0.00, 0.02, 0.01, 0.00, 0.00, 0.00, 0.00, 0.00, 0.00, -0.01, 0.00, 0.00, 0.00, 0.00, -0.01, 0.00, 0.00, 0.00, 0.00, 0.00, 0.00, 0.00, 0.00, 0.00, 0.00, 0.00]}